{
  "formula": "C3H8NO",
  "method": "wB97M-V/def2-TZVPD",
  "symbols": ["C", "C", "C", "N", "O", "H", "H", "H", "H", "H", "H", "H", "H"],
  "xyz": [[0.27594, -1.21600, 0.05270], [1.06349, -0.11108, -0.31481], [-1.50131, 0.62089, 0.03379], [-0.22892, 0.07413, 0.43383], [2.16843, 0.38913, 0.19543], [-0.26063, -1.73278, -0.74230], [0.47704, -2.03625, 0.84502], [0.96726, 0.34401, -1.57918], [-1.67837, 0.05517, -0.82703], [-2.24965, 0.37242, 0.67749], [-1.41546, 1.65635, -0.04097], [0.00950, 0.20713, 1.39027], [2.37267, 1.37688, -0.12421]],
  "homo_ev": -16.20,
  "charge": 1,
  "relative_energy_kcal_mol": 58.57,
  "gap_ha": 0.468,
  "energy_ha": -248.7426
}

{
  "formula": "C28H20INO15P",
  "method": "wB97M-V/def2-TZVPD",
  "symbols": ["N", "P", "O", "O", "C", "C", "O", "O", "O", "C", "O", "O", "C", "I", "H", "H", "H", "H", "C", "C", "C", "O", "C", "C", "C", "O", "H", "H", "H", "H", "C", "C", "C", "O", "C", "C", "C", "O", "H", "H", "H", "H", "C", "C", "C", "O", "C", "C", "C", "O", "H", "H", "H", "H", "C", "C", "C", "O", "C", "C", "C", "O", "H", "H", "H", "H"],
  "xyz": [[-2.40353, 2.21044, 0.84073], [-2.59526, 0.70691, 0.37566], [-1.60469, -0.29433, 1.21224], [-4.17262, 0.26709, 0.65594], [-2.30670, 0.54472, -1.46375], [-3.07421, -0.77092, -1.93242], [-2.48318, -1.85167, -1.77383], [-4.24749, -0.70378, -2.46374], [-0.96030, 0.33908, -1.97132], [-1.15925, 0.59097, -3.35378], [-0.84390, -0.06861, -4.27572], [-1.87943, 1.80282, -3.46818], [-2.59152, 1.90199, -2.19631], [-4.62569, 2.58731, -2.29408], [-3.31172, 2.49850, 1.21707], [-0.67747, 0.02810, 1.18681], [-4.69810, 0.97559, 0.22033], [-1.94575, 2.65219, -1.65941], [0.52909, -3.79516, 5.66288], [1.22832, -3.17484, 4.71504], [0.59605, -2.76404, 3.43953], [1.22999, -2.20062, 2.57322], [-0.84236, -3.06761, 3.26005], [-1.54111, -3.68852, 4.20963], [-0.91013, -4.09922, 5.48351], [-1.54627, -4.66411, 6.35197], [0.97371, -4.10369, 6.60088], [2.28027, -2.94413, 4.82947], [-1.28736, -2.75817, 2.32132], [-2.59272, -3.91891, 4.09538], [-9.59950, 0.56600, 0.72886], [-8.56857, 0.78372, -0.08569], [-7.48165, 1.71631, 0.28624], [-6.54108, 1.91627, -0.45903], [-7.58179, 2.39649, 1.59748], [-8.61248, 2.17891, 2.41168], [-9.70098, 1.24577, 2.04020], [-10.64070, 1.04557, 2.78378], [-10.40405, -0.11199, 0.47388], [-8.47688, 0.29493, -1.04769], [-6.77640, 3.07424, 1.85208], [-8.70274, 2.66783, 3.37353], [2.02464, -0.57791, -1.19174], [3.03154, -0.34507, -2.03234], [4.13683, 0.56806, -1.67043], [5.05760, 0.78382, -2.43777], [4.08386, 1.21339, -0.33826], [3.07852, 0.98172, 0.50239], [1.97241, 0.06718, 0.13956], [1.05643, -0.14762, 0.90340], [1.20491, -1.24228, -1.43879], [3.08699, -0.80775, -3.00952], [4.90230, 1.87822, -0.09128], [3.02246, 1.44482, 1.47958], [8.06584, 0.59710, -2.98982], [8.75334, 0.25701, -1.89988], [10.22861, 0.14743, -1.92355], [10.85611, -0.16458, -0.93032], [10.91427, 0.43180, -3.20551], [10.22985, 0.77168, -4.29559], [8.75209, 0.88149, -4.27195], [8.12956, 1.19339, -5.26586], [6.98411, 0.68083, -2.98788], [8.26910, 0.04635, -0.95441], [11.99383, 0.34734, -3.20377], [10.71496, 0.98217, -5.24071]],
  "homo_ev": -4.91,
  "charge": -1,
  "gap_ha": 0.178,
  "energy_ha": -2901.3458
}

{
  "formula": "C44H58HfN6O2PS2Si",
  "method": "wB97M-V/def2-TZVPD",
  "symbols": ["Hf", "N", "C", "C", "C", "C", "C", "C", "N", "C", "C", "C", "S", "C", "N", "H", "H", "H", "H", "H", "H", "H", "C", "P", "C", "C", "H", "H", "H", "H", "H", "H", "H", "H", "H", "C", "Si", "C", "C", "C", "C", "C", "C", "C", "H", "H", "H", "H", "H", "H", "H", "H", "H", "H", "H", "N", "C", "N", "C", "C", "O", "C", "C", "H", "H", "H", "H", "H", "H", "H", "H", "C", "C", "C", "C", "N", "H", "H", "H", "H", "H", "H", "H", "H", "H", "O", "S", "C", "C", "C", "C", "C", "C", "C", "C", "C", "C", "C", "C", "C", "C", "H", "H", "H", "H", "H", "H", "H", "H", "H", "H", "H", "H", "H", "H"],
  "xyz": [[1.21478, 1.16725, 1.22328], [-0.77711, 2.26374, 5.02211], [-1.96444, 1.82509, 4.48129], [-3.31336, 2.12002, 4.78545], [-4.29733, 1.87690, 3.85014], [-3.96618, 1.28182, 2.60675], [-2.65131, 0.91618, 2.38084], [-1.66435, 1.24992, 3.29977], [-0.29296, 1.28107, 3.10864], [0.20347, 1.92210, 4.10046], [1.67884, 2.13351, 4.01999], [2.65808, 1.77931, 4.88420], [4.17338, 1.64200, 4.11856], [3.41965, 1.94424, 2.53210], [2.07201, 2.37382, 2.69258], [-0.64130, 2.91433, 5.80385], [-3.63388, 2.60390, 5.70633], [-5.32634, 2.10538, 4.19695], [-4.66419, 1.13486, 1.79487], [-2.21339, 0.43563, 1.50487], [2.56680, 1.49732, 5.88467], [3.96780, 2.77364, 2.06082], [-4.45281, -1.60455, -3.45319], [-3.70188, -1.84493, -1.81572], [-4.20120, -0.38808, -0.82768], [-4.89881, -2.97338, -1.09069], [-5.57164, -1.55712, -3.40660], [-4.01670, -2.33044, -4.12922], [-4.12200, -0.70234, -3.88548], [-5.27283, -0.22781, -0.72646], [-3.70434, 0.52800, -1.18583], [-3.88737, -0.61217, 0.23167], [-5.84055, -2.67152, -1.07868], [-4.62948, -3.31101, 0.05639], [-5.01182, -3.97389, -1.60617], [-0.30682, 1.86882, -2.29141], [1.40998, 2.08872, -1.46383], [1.81205, 3.88726, -1.78071], [2.66761, 1.21682, -2.73164], [3.96209, 1.67414, -2.92790], [4.90049, 0.93635, -3.66881], [4.52339, -0.16631, -4.43171], [3.18982, -0.50083, -4.46239], [2.27625, 0.17132, -3.61916], [-0.51009, 2.69076, -2.98794], [-1.09939, 1.70433, -1.54216], [-0.43962, 0.99690, -2.94045], [2.06371, 4.07985, -2.83466], [2.62062, 4.33773, -1.23867], [1.03647, 4.50727, -1.38927], [4.32438, 2.58525, -2.41102], [5.90565, 1.26507, -3.66949], [5.28740, -0.82918, -4.80727], [2.80963, -1.39594, -4.99256], [1.25160, -0.13822, -3.62338], [-0.49184, 2.94140, 0.76788], [-1.33769, 3.58666, 0.38130], [-2.23237, 4.45946, -0.08644], [-2.29196, 4.61228, -1.55736], [-3.33180, 3.64387, -2.11018], [-4.61993, 3.78626, -1.45800], [-4.57811, 3.63927, -0.08171], [-3.55174, 4.54170, 0.57109], [-1.35498, 4.35287, -1.98880], [-2.57106, 5.60992, -1.83717], [-2.89216, 2.59826, -1.93002], [-3.54794, 3.89665, -3.20450], [-4.34505, 2.58881, 0.21408], [-5.57440, 3.89747, 0.22920], [-3.39118, 4.22842, 1.58714], [-3.87192, 5.55903, 0.58447], [5.21292, 1.16921, 0.26542], [4.36152, 0.08025, 0.98729], [3.65092, -0.78060, 0.04123], [5.25045, -0.73155, 1.90276], [3.24678, 0.72475, 1.68603], [5.95883, 0.62614, -0.30079], [5.63070, 1.81593, 1.05930], [4.56639, 1.79936, -0.40783], [4.36641, -1.20519, -0.73683], [2.93393, -0.12015, -0.54598], [3.19218, -1.60909, 0.55731], [5.79058, -1.43629, 1.31079], [4.69426, -1.33473, 2.60335], [5.91386, -0.16942, 2.54575], [0.32185, -0.73654, 0.78507], [0.68114, -2.18565, 0.24830], [0.61860, -1.97242, -1.53806], [0.83256, -3.20464, -2.28933], [2.15726, -3.58235, -2.71027], [2.38523, -4.81050, -3.34126], [1.36229, -5.58943, -3.71950], [0.06130, -5.16727, -3.42092], [-0.20131, -4.00480, -2.69595], [-0.77980, -3.17883, 0.60263], [-0.57204, -3.66553, 2.01860], [-1.19788, -3.05829, 3.10534], [-0.86038, -3.30977, 4.41662], [0.11672, -4.21694, 4.69514], [0.71540, -4.91229, 3.63569], [0.40353, -4.61298, 2.31138], [1.36071, -1.21542, -1.80198], [-0.38749, -1.60174, -1.73173], [3.06080, -2.97346, -2.55320], [3.41496, -5.02800, -3.48331], [1.55026, -6.42373, -4.37159], [-0.83379, -5.56531, -3.74812], [-1.17883, -3.68048, -2.43707], [-0.85078, -4.03236, -0.03634], [-1.70131, -2.56711, 0.55830], [-1.78680, -2.20725, 2.75513], [-1.26116, -2.74260, 5.25410], [0.55990, -4.35741, 5.69902], [1.47069, -5.57517, 3.88827], [0.83028, -5.14554, 1.52980]],
  "homo_ev": -9.09,
  "charge": 1,
  "relative_energy_kcal_mol": 44.12,
  "gap_ha": 0.261,
  "energy_ha": -3665.4626
}

{
  "formula": "C42H40BF3N2O3S",
  "method": "wB97M-V/def2-TZVPD",
  "symbols": ["C", "N", "C", "O", "C", "C", "C", "C", "C", "C", "C", "C", "N", "C", "C", "C", "C", "C", "C", "C", "C", "C", "C", "C", "C", "C", "C", "H", "H", "H", "H", "H", "H", "H", "H", "H", "H", "H", "H", "H", "H", "H", "H", "H", "H", "H", "H", "H", "H", "H", "H", "H", "H", "H", "C", "C", "C", "C", "C", "B", "C", "C", "C", "C", "C", "F", "F", "F", "C", "C", "O", "C", "C", "C", "C", "C", "C", "O", "S", "H", "H", "H", "H", "H", "H", "H", "H", "H", "H", "H", "H", "H"],
  "xyz": [[-0.44616, -1.35755, 5.57936], [-0.86451, -1.01782, 4.25074], [-2.19716, -1.02184, 3.95981], [-3.09979, -1.42657, 4.68875], [-2.36727, -0.39392, 2.59108], [-3.20428, 0.86747, 2.75657], [-2.51617, 1.82018, 3.70318], [-2.64975, 1.71069, 5.09481], [-2.02161, 2.62980, 5.93737], [-1.26375, 3.67560, 5.40213], [-1.14062, 3.79215, 4.01597], [-1.76217, 2.87085, 3.17319], [-0.99630, -0.14001, 2.16781], [-0.67953, 0.22103, 0.90772], [0.60643, 0.59634, 0.51925], [1.08808, 0.94380, -0.73423], [2.40704, 1.52111, -0.85330], [2.67437, 2.57190, -1.75853], [3.80230, 3.36937, -1.58868], [4.74334, 3.06347, -0.59376], [4.58581, 1.91144, 0.19289], [3.43759, 1.14065, 0.04988], [-0.00656, -0.46231, 3.22177], [0.78454, 0.74588, 3.77251], [2.03284, 0.12732, 4.38978], [2.24912, -1.25030, 3.70942], [1.05712, -1.50912, 2.79844], [-1.14678, -2.10309, 5.96507], [0.56526, -1.75890, 5.55980], [-0.48280, -0.48664, 6.25384], [-2.83181, -1.13600, 1.91962], [-3.36780, 1.33437, 1.77935], [-4.17212, 0.55824, 3.16834], [-3.25621, 0.90522, 5.52520], [-2.13929, 2.52915, 7.01861], [-0.78837, 4.40623, 6.05828], [-0.56261, 4.60622, 3.57972], [-1.66936, 2.96091, 2.08442], [-1.49220, 0.23449, 0.17773], [1.32499, 0.69240, 1.33495], [0.42054, 1.00181, -1.59479], [1.93022, 2.76891, -2.53993], [3.93664, 4.22965, -2.24792], [5.61794, 3.70296, -0.46097], [5.35981, 1.60726, 0.90678], [3.31245, 0.21842, 0.62430], [1.03377, 1.42656, 2.95087], [0.16002, 1.31793, 4.46979], [2.90839, 0.78013, 4.27542], [1.86370, -0.01875, 5.46426], [3.18962, -1.24737, 3.14246], [2.32239, -2.04975, 4.45724], [0.63392, -2.52062, 2.87032], [1.31919, -1.35248, 1.74927], [-2.48304, 3.46472, -4.22700], [-1.49225, 2.38596, -4.06720], [-0.40373, 2.14540, -4.87803], [0.36680, 1.01038, -4.48839], [-0.18445, 0.29293, -3.44360], [0.06306, -1.41049, -3.32618], [-1.23364, -2.38898, -3.62605], [-2.46301, -2.02725, -3.12569], [-3.61518, -2.76633, -3.41930], [-3.49797, -3.90697, -4.19278], [-4.72974, -4.69684, -4.54554], [-4.94544, -4.68832, -5.89714], [-4.62180, -6.01020, -4.17813], [-5.85653, -4.21055, -3.95188], [-2.25562, -4.31687, -4.66663], [-1.11797, -3.55011, -4.38064], [1.09798, -1.62145, -4.39463], [2.22352, -1.86677, -3.72187], [1.97330, -2.01579, -2.31708], [3.01734, -1.98310, -1.39761], [4.27619, -1.62425, -1.86651], [4.50575, -1.39250, -3.22590], [3.51970, -1.61126, -4.18238], [0.67893, -1.76917, -2.02934], [-1.54550, 1.20894, -2.79411], [-2.53853, 3.71536, -5.29102], [-3.46457, 3.11629, -3.89125], [-2.20988, 4.36933, -3.66642], [-0.18081, 2.75535, -5.74562], [1.26099, 0.74287, -5.03754], [-2.55484, -1.13129, -2.51540], [-4.57361, -2.44734, -3.03584], [-2.17195, -5.23106, -5.24663], [-0.16280, -3.89239, -4.77841], [2.79507, -2.16253, -0.34717], [5.09649, -1.51252, -1.15445], [5.49224, -1.04236, -3.53906], [3.69308, -1.53770, -5.25355]],
  "homo_ev": -6.59,
  "charge": 0,
  "gap_ha": 0.165,
  "energy_ha": -2682.3658
}